This record from the Open Molecules 2025 dataset describes a cluster of 9 separate species, C18H52ClO12 in total. The level of theory is ωB97M-V/def2-TZVPD.

Last column: Mulliken charge in e.
CARTESIAN COORDINATES (ANGSTROEM)
Cl  0.88516  -0.60618  0.74682  1.343
O  0.92641  0.75533  1.17341  -0.567
O  0.74921  -0.73939  -0.68601  -0.240
O  2.05879  -1.29792  1.24444  -0.760
O  -0.28632  -1.24393  1.31438  -0.467
C  1.04389  2.91365  -4.36400  -1.450
C  1.02861  1.44543  -3.95088  0.815
C  1.40928  0.59212  -5.16944  -1.247
O  2.07956  1.22918  -2.99683  -0.501
H  0.87414  3.58584  -3.51477  0.275
H  0.22628  3.19503  -5.03194  0.409
H  1.99667  3.22738  -4.78931  0.332
H  0.04221  1.13872  -3.60481  0.223
H  0.70857  0.82760  -5.97775  0.424
H  1.31251  -0.46904  -4.94355  0.233
H  2.43820  0.75124  -5.48524  0.264
H  1.74453  0.57340  -2.36753  0.123
C  2.81399  5.81925  0.40971  -1.184
C  1.55318  5.62528  1.25666  0.319
C  0.80336  4.27990  1.06312  -0.531
O  1.83112  5.80489  2.64806  -0.573
H  3.40410  6.56346  0.94041  0.342
H  2.58194  6.10768  -0.61243  0.326
H  3.34259  4.86478  0.35207  0.261
H  0.83815  6.39835  0.93477  0.266
H  0.30935  4.24139  0.08928  0.310
H  0.04383  4.16772  1.83161  0.027
H  1.56221  3.49797  1.09065  0.121
H  1.02548  6.18001  3.01170  0.319
C  -2.28228  -0.00875  4.58257  -1.139
C  -1.93841  1.46466  4.79893  0.389
C  -1.48610  2.14362  3.53501  -0.920
O  -3.12584  2.19076  5.25166  -0.585
H  -3.02735  -0.27907  3.83594  0.292
H  -2.60588  -0.50978  5.50322  0.420
H  -1.33733  -0.50920  4.34325  0.208
H  -1.29980  1.58904  5.67860  0.200
H  -1.02532  3.11181  3.73346  0.335
H  -2.24577  2.13698  2.75739  0.273
H  -0.63203  1.59300  3.12202  0.229
H  -3.44636  1.72464  6.03006  0.302
C  1.18755  -4.71145  -3.08640  -1.309
C  2.24534  -3.75490  -2.52073  0.653
C  2.41581  -2.43714  -3.23061  -1.185
O  1.84942  -3.50537  -1.16253  -0.517
H  1.40136  -4.91057  -4.14409  0.367
H  0.19886  -4.26707  -2.96921  0.208
H  1.19938  -5.65836  -2.55087  0.362
H  3.19293  -4.30851  -2.49936  0.230
H  2.92392  -1.68366  -2.63032  0.286
H  1.44228  -1.97902  -3.45474  0.135
H  2.84123  -2.56507  -4.22918  0.541
H  1.50798  -2.59724  -1.14981  0.130
C  -3.00721  -3.64168  -0.26215  -0.748
C  -4.37265  -2.95564  -0.36926  0.391
C  -4.58104  -2.14309  0.92240  -1.007
O  -4.40827  -2.06433  -1.47718  -0.608
H  -2.23495  -2.87892  -0.11803  -0.138
H  -2.63135  -4.22998  -1.10354  0.330
H  -2.90831  -4.30795  0.60102  0.346
H  -5.16612  -3.69741  -0.44005  0.314
H  -5.25036  -1.29369  0.79669  0.337
H  -3.70064  -1.74288  1.42644  0.000
H  -5.01796  -2.87723  1.61571  0.456
H  -3.79185  -1.33286  -1.31788  0.438
C  -2.60171  1.35246  -0.41245  -0.507
O  -2.50966  -0.04211  -0.61958  -0.322
H  -3.54888  1.65361  0.04448  0.287
H  -1.71601  1.69808  0.12134  0.021
H  -2.61588  1.95457  -1.33049  0.311
H  -1.81965  -0.35258  -0.01877  0.004
C  4.38633  0.43141  -0.63222  -0.103
O  4.55102  -0.96489  -0.41319  -0.601
H  5.28895  0.90086  -0.24862  0.357
H  4.22438  0.61158  -1.69800  0.125
H  3.50679  0.85498  -0.13987  -0.090
H  3.69933  -1.38157  -0.22296  0.365
C  -0.26647  -4.41852  3.82282  -0.619
O  0.52337  -3.96334  2.73158  -0.470
H  -1.30972  -4.12331  3.68414  0.249
H  -0.25906  -5.50999  3.84450  0.251
H  0.16062  -4.01615  4.74407  0.231
H  0.07638  -3.21789  2.31221  0.283

Output
Gap between HOMO and LUMO, eV: 9.571
Highest occupied orbital energy, eV: -7.09
Net charge: -1
Energy relative to the best compared isomer or geometry (same formula, charge and spin), kcal per mole: 67.90

---

This record from the Open Molecules 2025 dataset describes a structure of composition C3HO3Pm. The level of theory is ωB97M-V/def2-TZVPD.

Last column: Mulliken charge in e.
CARTESIAN COORDINATES (ANGSTROEM)
C  1.35774  -0.77776  0.39138  0.364
C  0.22203  -0.72859  -0.07568  -0.843
O  2.50060  -0.73282  1.02939  -0.466
H  3.24035  -1.00203  0.46908  0.363
O  -0.86318  2.23541  0.38897  -0.268
C  -1.89847  1.93687  -0.13811  0.632
O  -2.53103  1.08634  -0.64517  -0.371
Pm  -2.02804  -2.01741  -1.41987  1.589

Output
Gap between HOMO and LUMO (alpha / beta), eV: 5.457 / 5.590
Highest occupied orbital energy (alpha / beta), eV: -11.18 / -11.21
2S+1: 6
Net charge: +1
Energy relative to the best compared isomer or geometry (same formula, charge and spin), kcal per mole: 40.05

---

This record from the Open Molecules 2025 dataset describes an isolated molecule of C19H30N2O4S. The level of theory is ωB97M-V/def2-TZVPD.

Last column: Mulliken charge in e.
CARTESIAN COORDINATES (ANGSTROEM)
C  4.85479  -0.21261  4.20837  -0.823
H  5.75169  -0.82893  4.34669  0.332
O  3.71210  -1.01218  4.04156  -0.176
C  3.45502  -1.90361  5.10835  -0.679
C  2.74668  -1.24461  6.29932  -0.474
H  2.89557  -1.85483  7.19043  0.341
H  3.19154  -0.26444  6.48548  0.280
C  1.24251  -1.09031  6.05171  -0.912
N  0.95955  -0.48826  4.77120  -0.094
C  0.40545  -1.19605  3.75817  0.108
O  -0.05036  -2.31111  3.91311  -0.688
C  0.39046  -0.47746  2.41823  0.838
C  1.42363  -1.15933  1.51396  -0.710
C  1.41736  -0.53896  0.12109  -1.171
C  0.02813  -0.64335  -0.51025  1.107
C  -0.99622  0.04968  0.38757  -0.449
C  -0.99781  -0.56625  1.78257  -1.564
H  -1.28740  -1.61742  1.73237  0.321
H  -1.72434  -0.05079  2.41374  0.444
H  -1.99417  -0.02592  -0.04740  0.295
H  -0.75285  1.11268  0.45122  0.306
C  0.03572  -0.03898  -1.91860  -1.496
N  -1.22783  -0.15313  -2.61483  -0.154
S  -2.34734  1.08747  -2.47069  1.433
O  -3.54133  0.58044  -1.85131  -0.703
O  -1.69922  2.23611  -1.90811  -0.668
C  -2.68635  1.39307  -4.19573  0.071
C  -1.82626  2.19753  -4.91659  -0.473
C  -2.06221  2.40600  -6.26334  -0.808
C  -3.15277  1.81257  -6.89314  0.881
C  -4.00628  1.00766  -6.14564  -0.754
C  -3.77497  0.79523  -4.79775  -0.454
H  -4.43001  0.18370  -4.19789  0.461
H  -4.85778  0.54584  -6.62364  0.364
C  -3.41649  2.06181  -8.34606  -1.398
H  -3.98987  1.24847  -8.78329  0.371
H  -2.48526  2.17621  -8.89558  0.373
H  -3.99037  2.98122  -8.46411  0.287
H  -1.39654  3.03588  -6.83522  0.372
H  -0.99340  2.65608  -4.40832  0.441
H  -1.67892  -1.04544  -2.48223  0.357
H  0.80619  -0.52221  -2.53087  0.343
H  0.24699  1.03032  -1.86442  0.443
H  -0.23750  -1.70491  -0.59361  0.166
H  2.15218  -1.04580  -0.50885  0.417
H  1.70156  0.51378  0.18657  0.367
H  1.17386  -2.22006  1.44654  0.375
H  2.41421  -1.07496  1.96558  0.143
H  0.66422  0.57389  2.55108  0.263
H  1.44568  0.36704  4.55370  0.284
H  0.79518  -0.48779  6.85042  0.340
H  0.76005  -2.07081  6.03574  0.394
H  4.39721  -2.36289  5.43863  0.489
H  2.81290  -2.68117  4.68677  0.305
H  4.95698  0.37177  3.29557  0.248
H  4.76645  0.47010  5.06173  0.286

Output
Gap between HOMO and LUMO, eV: 9.967
Highest occupied orbital energy, eV: -9.19
Energy relative to the best compared isomer or geometry (same formula, charge and spin), kcal per mole: 9.91

---

This record from the Open Molecules 2025 dataset describes a cluster of 2 separate species, C33H42N2O2P in total. The level of theory is ωB97M-V/def2-TZVPD.

Last column: Mulliken charge in e.
CARTESIAN COORDINATES (ANGSTROEM)
C  -0.33639  9.04388  -2.47528  -0.806
O  -0.45144  9.03405  -1.06909  -0.425
C  -0.50094  7.77674  -0.47295  0.873
C  -0.65524  7.74437  0.92494  -0.661
C  -0.70172  6.56195  1.61047  -0.497
C  -0.62301  5.32854  0.93681  -0.223
C  -0.66760  4.04628  1.66310  0.303
C  0.13965  3.88200  2.82304  -0.826
C  0.14584  2.78456  3.63491  -0.198
C  1.03849  2.56483  4.74580  0.742
C  1.03183  1.32471  5.40133  -0.461
C  1.89093  1.06814  6.44492  -0.640
C  2.77866  2.03928  6.86835  -0.350
C  2.80734  3.26843  6.24063  -0.786
C  1.95431  3.53177  5.19303  -0.343
C  -1.53463  2.96176  1.15921  -0.007
C  -2.89764  3.20467  0.89786  -0.256
C  -3.71770  2.21958  0.42214  -0.795
C  -3.23085  0.92956  0.15470  0.812
O  -4.15192  -0.00515  -0.30975  -0.438
C  -3.64684  -1.30352  -0.52290  -0.499
C  -1.86527  0.68664  0.38711  -0.319
C  -1.04784  1.66860  0.88327  -0.971
C  -0.47744  5.36314  -0.46535  -0.732
C  -0.40329  6.54762  -1.15032  -0.365
H  -0.34965  10.07911  -2.82060  0.240
H  0.60924  8.59230  -2.77668  0.341
H  -1.17922  8.51945  -2.92724  0.349
H  -0.74146  8.68598  1.44181  0.445
H  -0.84156  6.55918  2.67802  0.533
H  0.82305  4.67839  3.04956  0.678
H  -0.55457  2.00000  3.41261  0.571
H  0.35119  0.56193  5.06353  0.379
H  1.87720  0.10584  6.92874  0.398
H  3.44666  1.83695  7.68908  0.403
H  3.50179  4.02439  6.57219  0.401
H  1.99415  4.49247  4.71355  0.352
H  -3.29535  4.18446  1.09974  0.536
H  -4.76721  2.40298  0.26131  0.462
H  -4.45597  -1.94362  -0.87854  0.301
H  -2.86597  -1.27883  -1.28251  0.042
H  -3.26493  -1.71339  0.41253  0.369
H  -1.45701  -0.28223  0.16015  0.534
H  0.00231  1.47708  1.02104  0.652
H  -0.37711  4.42753  -0.98994  0.476
H  -0.23830  6.53834  -2.21467  0.423
C  2.78731  -6.13694  0.77148  -1.630
C  1.56706  -6.40302  -0.12546  1.358
C  1.79703  -7.67301  -0.94965  -1.549
C  0.33074  -6.57826  0.76145  -1.829
N  1.35063  -5.26006  -1.05908  0.118
P  -0.20653  -4.94367  -1.80057  -0.233
H  -0.28098  -3.83728  -0.95325  -0.098
N  0.52189  -3.85421  -2.96522  0.160
C  -0.19919  -3.41259  -4.19387  1.473
C  0.39995  -2.09811  -4.72050  -1.625
C  -1.67704  -3.18388  -3.86424  -1.632
C  -0.06977  -4.50546  -5.25870  -1.672
C  1.92342  -3.99267  -2.91712  -0.314
C  2.37121  -4.75242  -1.88739  -0.281
H  2.67158  -5.19526  1.30979  0.385
H  2.90977  -6.93736  1.50513  0.440
H  3.70387  -6.08381  0.18358  0.367
H  0.94216  -7.85947  -1.59993  0.368
H  2.68036  -7.56419  -1.57945  0.346
H  1.93889  -8.54054  -0.30215  0.434
H  -0.53866  -6.83179  0.15681  0.467
H  0.48201  -7.37527  1.49126  0.438
H  0.11432  -5.65588  1.29939  0.395
H  1.43212  -2.23715  -5.04275  0.368
H  -0.16883  -1.73016  -5.57779  0.450
H  0.38430  -1.33045  -3.94563  0.371
H  -2.14481  -4.11352  -3.54378  0.475
H  -1.77729  -2.45679  -3.05982  0.103
H  -2.21970  -2.81102  -4.73441  0.477
H  -0.47938  -5.44440  -4.88579  0.375
H  -0.60298  -4.22977  -6.17066  0.437
H  0.97824  -4.67242  -5.50865  0.354
H  2.57041  -3.54473  -3.65556  0.344
H  3.41329  -4.97520  -1.71714  0.341

Output
Gap between HOMO and LUMO, eV: 2.591
Highest occupied orbital energy, eV: -7.77
Net charge: +1

---

This record from the Open Molecules 2025 dataset describes a cluster of 24 separate species, C5H62BN3O25P in total. The level of theory is ωB97M-V/def2-TZVPD.

Last column: Mulliken charge in e.
CARTESIAN COORDINATES (ANGSTROEM)
N  -2.22022  0.90092  1.08406  -0.142
B  -1.41346  0.78519  -0.12589  -0.395
O  -0.87853  1.83198  -0.83804  0.044
C  -1.10765  -0.63791  -0.77669  -0.084
C  -2.13318  -1.68423  -0.31384  -1.305
N  -2.00720  -1.88937  1.18396  0.089
C  -0.58295  -1.84987  1.68879  -0.626
C  0.37611  -2.22695  0.56628  -1.035
C  0.35120  -1.15203  -0.54274  0.272
P  0.99128  -1.95946  -2.08813  0.369
N  0.97125  -0.76568  -3.26741  -0.398
O  2.61933  -1.96118  -1.78321  -0.608
H  -1.70270  0.83971  1.95364  -0.010
H  -2.80126  1.72907  1.11959  0.178
H  -0.78718  2.64116  -0.31989  0.183
H  -1.23117  -0.50296  -1.86616  0.448
H  -1.99779  -2.66171  -0.79313  0.518
H  -3.16078  -1.35037  -0.49222  0.409
H  -2.51500  -1.12756  1.65227  0.150
H  -2.43150  -2.77844  1.42915  0.435
H  -0.51498  -2.50554  2.56238  0.630
H  -0.40060  -0.82388  2.02661  0.099
H  1.37170  -2.33592  1.00813  0.608
H  0.12609  -3.22451  0.17138  0.161
H  1.02495  -0.33097  -0.25458  0.313
H  0.94816  0.21925  -3.03527  0.215
H  0.32629  -0.94841  -4.01816  0.315
H  2.87419  -2.63128  -1.14662  0.405
O  2.32611  -5.13398  -1.13288  -0.523
H  1.47736  -4.69772  -1.27401  0.219
H  2.53187  -5.46990  -2.01434  0.328
O  -1.20715  4.80531  -2.38758  -0.586
H  -1.00951  4.04516  -1.83580  0.381
H  -1.38709  4.43229  -3.26138  0.310
O  0.55773  3.83532  0.15319  -0.433
H  0.60862  4.75467  0.46919  0.187
H  1.25895  3.79401  -0.50384  0.239
O  1.42319  -4.74187  -4.10025  -0.661
H  1.55476  -3.87732  -3.68724  0.248
H  2.06408  -4.78348  -4.81957  0.294
O  -0.37061  -5.84167  -6.31648  -0.626
H  0.21728  -5.34758  -5.73746  0.322
H  -1.10146  -6.08567  -5.73899  0.337
O  0.98305  6.60997  -0.41613  -0.658
H  0.14820  7.04991  -0.63514  0.346
H  1.28724  6.28371  -1.26771  0.259
O  1.41317  -4.77559  1.79598  -0.596
H  1.96792  -5.29206  1.19834  0.322
H  1.97599  -4.72279  2.57449  0.275
O  -2.44922  -0.23495  3.80348  -0.588
H  -2.33103  -0.20164  4.75759  0.275
H  -3.18560  0.36792  3.62349  0.288
O  0.89322  7.32615  2.52797  -0.654
H  1.23394  6.54855  2.98769  0.402
H  0.78476  7.03327  1.62681  0.340
O  3.45878  -6.68086  2.49870  -0.627
H  3.96481  -7.21328  1.87594  0.308
H  2.95130  -7.31380  3.02760  0.359
O  -1.69918  3.57705  -5.14995  -0.668
H  -2.34511  4.21376  -5.47285  0.284
H  -1.48775  3.05651  -5.93156  0.298
O  -0.05805  9.35562  -0.23074  -0.622
H  -0.15826  10.29718  -0.07260  0.296
H  0.38797  9.03597  0.56285  0.305
O  -3.86708  2.60469  -6.83108  -0.617
H  -4.09487  2.41316  -5.91742  0.321
H  -4.36019  1.96371  -7.34970  0.306
O  1.84365  4.76039  3.28688  -0.597
H  2.55236  4.32874  2.79049  0.281
H  1.18911  4.06674  3.45243  0.331
O  0.52734  2.08515  2.45094  -0.648
H  0.63663  2.27953  1.51201  0.345
H  -0.31642  2.49854  2.66430  0.269
O  -5.44854  -0.01701  3.05335  -0.625
H  -5.38445  -0.84786  3.53338  0.319
H  -5.81449  -0.24868  2.19602  0.303
O  0.75384  2.27708  -3.46771  -0.640
H  0.82628  2.42176  -2.52184  0.206
H  0.06836  2.89751  -3.74628  0.312
O  -0.36108  4.13972  5.47466  -0.616
H  -0.14018  5.07610  5.49523  0.325
H  0.08478  3.77077  6.24064  0.296
O  -2.90726  3.43159  2.66860  -0.516
H  -2.76098  3.50215  3.61800  0.277
H  -3.61933  4.05318  2.49009  0.239
O  -1.33521  -6.42652  -3.14937  -0.656
H  -0.67332  -5.72759  -3.18486  0.265
H  -0.83669  -7.22773  -3.33534  0.350
O  1.89786  -8.19640  4.58918  -0.674
H  2.32193  -8.04483  5.43815  0.327
H  1.00919  -7.84410  4.68034  0.318
O  4.14471  3.05175  2.77992  -0.600
H  4.84484  2.62099  2.28433  0.284
H  4.07551  2.56936  3.60752  0.297
O  4.95876  -6.88060  -0.12383  -0.661
H  5.38864  -6.28238  -0.73953  0.302
H  4.02163  -6.67614  -0.22060  0.359

Output
Gap between HOMO and LUMO, eV: 8.937
Highest occupied orbital energy, eV: -11.45
Net charge: +1

---

| no. | E_tot (a.u.) |
| --- | --- |
| 1 | -2079.8382 |
| 2 | -948.5688 |
| 3 | -1550.6638 |
| 4 | -1883.7063 |
| 5 | -2639.1290 |